DFT (ωB97M-V with the def2-TZVPD basis set) results for a molecular structure, C43H49AlBeBr4Cl3CsF5LiN3O9S.

As for the total energy: -418176.5806 eV.

The geometry in ORCA input format:
```
! RIJCOSX wB97M-V def2-TZVPD def2/J DEFGRID3
* xyz 1 1
C 1.8546 -1.4185 0.7613
C 2.4380 -0.1288 0.1688
C 1.4511 1.0406 0.1523
N 1.5039 1.7345 -1.1766
C 0.2951 2.3371 -1.5328
C -0.3959 2.1236 -2.6550
C -0.0066 1.1597 -3.7297
C 1.3429 1.4559 -4.3621
O 2.0007 0.5726 -4.8244
O 1.7595 2.7562 -4.3297
C -1.6600 2.8822 -2.8041
O -2.0418 3.3258 -3.8537
C -2.4156 3.0566 -1.5272
C -3.7795 2.9508 -1.5204
C -4.4586 3.0540 -0.3171
C -5.9568 2.8474 -0.3616
F -6.3947 2.9777 -1.6636
C -6.4107 1.5304 0.2954
C -6.9406 0.4730 -0.6868
C -3.7672 3.2947 0.8759
S -4.7403 3.3662 2.3602
C -2.3795 3.4351 0.9131
C -1.6830 3.6501 2.2629
C -1.0770 5.0554 2.4960
C 0.3879 4.8685 3.0778
C -1.7200 3.2932 -0.3429
C -0.2314 3.3038 -0.5393
O 0.5308 4.0814 0.0465
H 1.0730 -1.1907 1.5062
H 1.3918 -2.0005 -0.0398
H 2.5940 -2.0140 1.2747
H 3.2285 0.1512 0.8586
H 2.8038 -0.3652 -0.8256
H 1.6501 1.7594 0.9392
H 0.4355 0.6488 0.2675
H 1.7277 0.9845 -1.8206
H -0.7856 1.0993 -4.4824
H 0.1454 0.1775 -3.2841
H 2.4346 2.8456 -3.6458
H -4.2979 2.7717 -2.4468
H -6.3879 3.6686 0.2110
H -5.5553 1.1034 0.8123
H -7.1615 1.7222 1.0500
H -6.2276 -0.3289 -0.8478
H -7.7944 -0.0068 -0.2155
H -7.3025 0.8806 -1.6217
H -4.2839 2.3204 3.0725
H -0.9564 2.8447 2.3467
H -2.3841 3.4931 3.0698
H -0.9699 5.5706 1.5364
H -1.6459 5.6817 3.1697
H 0.4448 5.1816 4.1130
H 0.6882 3.8253 3.0607
H 1.1365 5.3947 2.4721
F -7.1217 1.7972 4.7659
Al -8.4477 1.1152 4.0258
F -8.6681 1.7821 2.5154
F -9.8158 1.2141 4.9375
F -8.0036 -0.5979 3.7594
Be -5.9420 5.9828 2.2290
Br -8.7859 -2.3334 3.3683
C 4.7720 6.4547 2.4385
Cl 3.5778 7.5289 1.6811
Cl 5.7730 7.3452 3.5649
Cl 3.9780 5.0935 3.2351
H 5.4046 6.0608 1.6551
Li -0.2978 -2.6386 0.5478
C -6.2430 -5.5929 4.5321
C -6.1295 -4.8733 3.3283
C -4.8963 -5.1694 2.4812
O -4.7238 -4.6503 1.3851
C -3.9228 -6.0725 3.0225
C -4.0215 -6.8071 4.2563
C -5.3148 -6.5791 5.0460
O -5.5580 -7.1868 6.0672
O -3.1707 -7.5642 4.6816
O -6.9357 -4.0289 2.9073
H -7.1078 -5.4257 5.1648
H -3.0349 -6.1951 2.4121
Cs 0.5259 5.9644 0.2763
C 4.8403 0.0948 -5.5499
N 5.5122 -0.7047 -4.5230
C 6.6526 -0.2522 -3.9226
C 7.2628 -0.9689 -2.9416
C 6.7208 -2.2120 -2.5082
C 5.5460 -2.6563 -3.1714
C 4.9799 -1.9049 -4.1489
C 7.2973 -2.9788 -1.4461
C 6.5209 -3.3904 -0.3284
C 7.0669 -4.1607 0.6483
N 8.3670 -4.5647 0.5854
C 9.1507 -4.1690 -0.4623
C 8.6559 -3.3950 -1.4607
C 8.9367 -5.4346 1.6155
H 5.5303 0.2936 -6.3693
H 4.4984 1.0261 -5.1072
H 3.9895 -0.4663 -5.9128
H 7.0303 0.7017 -4.2600
H 8.1543 -0.5654 -2.4826
H 5.0890 -3.6011 -2.9125
H 4.0872 -2.2225 -4.6663
H 5.4852 -3.0953 -0.2376
H 6.4959 -4.4871 1.5043
H 10.1725 -4.5181 -0.4569
H 9.3079 -3.1249 -2.2791
H 9.8081 -4.9501 2.0526
H 9.2228 -6.3823 1.1619
H 8.1948 -5.6126 2.3864
C 2.5412 -5.9074 0.5871
C 2.6672 -4.9465 -0.6045
O 1.7181 -3.9680 -0.5845
H 1.5718 -6.4080 0.5812
H 3.3146 -6.6842 0.5509
H 2.6556 -5.3726 1.5344
H 2.6590 -5.5944 -1.5069
H 3.7252 -4.5803 -0.5773
C -8.5213 5.3360 -3.3286
Br -7.8649 6.5940 -2.0297
Br -10.4325 5.1881 -3.2668
Br -7.8911 5.7528 -5.0966
H -8.1155 4.3708 -3.0641
*
```

Results of the Löwdin charge analysis, in e, for atoms 1 through 99:
1. C -0.14
2. C -0.20
3. C -0.16
4. N 0.06
5. C -0.17
6. C -0.07
7. C 0.00
8. C -0.48
9. O 0.13
10. O 0.10
11. C -0.29
12. O 0.18
13. C -0.07
14. C 0.09
15. C -0.13
16. C -0.30
17. F -0.01
18. C -0.18
19. C -0.06
20. C -0.44
21. S 0.69
22. C -0.12
23. C -0.15
24. C -0.27
25. C -0.15
26. C -0.04
27. C -0.25
28. O -0.71
29. H 0.07
30. H 0.00
31. H 0.08
32. H 0.11
33. H 0.11
34. H 0.12
35. H 0.12
36. H 0.10
37. H 0.15
38. H 0.14
39. H 0.12
40. H 0.14
41. H 0.10
42. H 0.10
43. H 0.08
44. H 0.07
45. H 0.08
46. H 0.07
47. H -0.06
48. H 0.11
49. H 0.06
50. H -0.12
51. H 0.12
52. H 0.08
53. H 0.07
54. H -0.08
55. F -0.15
56. Al -0.14
57. F -0.14
58. F -0.13
59. F -0.44
60. Be 0.29
61. Br 0.98
62. C -1.53
63. Cl 0.51
64. Cl 0.58
65. Cl 0.56
66. H 0.01
67. Li 0.82
68. C 0.11
69. C -0.37
70. C -0.38
71. O 0.05
72. C 0.11
73. C -0.37
74. C -0.36
75. O 0.10
76. O 0.10
77. O -0.17
78. H 0.12
79. H 0.12
80. Cs 1.72
81. C -0.01
82. N -0.11
83. C -0.04
84. C 0.01
85. C -0.17
86. C 0.02
87. C -0.02
88. C -0.17
89. C 0.01
90. C -0.02
91. N -0.12
92. C -0.03
93. C 0.01
94. C 0.00
95. H 0.10
96. H 0.08
97. H 0.08
98. H 0.13
99. H 0.12

***

DFT (ωB97M-V with the def2-TZVPD basis set) results for a molecular structure, C3H2I2.

The calculation puts the energy above the lowest of the compared OMol25 structures with the same formula, charge and spin at 5.129 eV. As for the total energy: -19336.9665 eV.

The geometry in ORCA input format:
```
! RIJCOSX wB97M-V def2-TZVPD def2/J DEFGRID3
* xyz 0 1
C -0.1860 0.5079 -0.9389
C 0.7372 -0.6871 0.8010
C -0.6370 0.1104 0.4987
I 0.5999 -1.5957 -1.4123
I 1.8493 1.2437 -0.1226
H -0.8682 1.0053 0.9147
H -1.4953 -0.5845 0.2593
*
```

For reference, the natural (NBO) charges in units of e are:
1. C -0.13
2. C -0.03
3. C -0.78
4. I 0.25
5. I 0.23
6. H 0.23
7. H 0.23

***

DFT (ωB97M-V with the def2-TZVPD basis set) results for a molecular structure, C29H27F2N5O10PRuS3.

The calculation puts the energy above the lowest of the compared OMol25 structures with the same formula, charge and spin at 0.501 eV. Its expectation value of S² is 0.754. As for the total energy: -108251.4279 eV.

The geometry in ORCA input format:
```
! RIJCOSX wB97M-V def2-TZVPD def2/J DEFGRID3
* xyz 0 2
Ru 0.4733 -0.4802 -0.4903
F 4.3102 4.0754 0.2867
C 3.0157 3.7331 0.3113
C 2.5376 3.0106 1.3845
C 1.2032 2.6435 1.3813
C 0.3275 3.0175 0.3543
C 0.8852 3.7318 -0.6956
F 0.0983 4.0922 -1.7237
C 2.2144 4.0973 -0.7493
C -1.1193 2.7024 0.4183
C -2.0813 3.6853 0.2085
C -3.4100 3.3654 0.4152
C -3.7342 2.0872 0.8444
C -2.7083 1.1716 1.0066
N -1.4299 1.4585 0.7715
H 3.1903 2.7265 2.1969
H 2.6081 4.6398 -1.5963
H -1.7844 4.6829 -0.0819
H -4.1804 4.1113 0.2702
H -4.7565 1.8060 1.0573
H -2.9151 0.1621 1.3452
O -1.3449 -5.6630 1.6615
C -2.3636 -5.0011 1.1564
O -3.4963 -5.4260 1.1577
C -2.0734 -3.6577 0.5772
C -3.0415 -2.8354 0.0430
N -2.4280 -1.7049 -0.3531
N -1.1161 -1.7536 -0.1084
C -0.8670 -2.9338 0.4378
C 0.5842 -3.3060 0.6525
O 0.8089 -4.3528 1.2909
O 1.4184 -2.5323 0.1235
H -0.4666 -5.1569 1.5646
H -4.0997 -2.9981 -0.0683
H -2.7786 -0.9078 -0.8640
O -0.9448 3.5957 3.4900
S 0.2000 2.8253 3.8632
O 1.3251 3.4860 4.4449
N 0.7134 1.9249 2.5193
C 0.5487 0.5621 2.6429
O 0.7933 -0.2858 1.8133
C 0.0030 0.2582 3.9875
C -0.2751 -1.0065 4.4742
C -0.8037 -1.1044 5.7539
C -1.0455 0.0344 6.5192
C -0.7668 1.3042 6.0288
C -0.2419 1.3798 4.7544
H -0.0765 -1.8787 3.8646
H -1.0310 -2.0790 6.1643
H -1.4573 -0.0709 7.5139
H -0.9529 2.1914 6.6181
S 2.6623 0.4632 -0.6725
C 3.5333 -0.5605 -1.6473
N 3.0996 -1.3123 -2.6518
C 4.0272 -2.3130 -3.1559
C 5.4106 -1.7092 -2.9511
S 5.2540 -0.7563 -1.4104
H 2.1030 -1.3758 -2.8377
H 3.8223 -2.5145 -4.2065
H 3.9218 -3.2394 -2.5842
H 5.6856 -1.0421 -3.7667
H 6.1750 -2.4720 -2.8292
C -2.5698 -0.2695 -3.8135
O -1.8020 0.0481 -2.6519
P -0.1763 -0.1320 -2.4797
O 0.0945 -1.2827 -3.6408
C -0.0550 -2.6457 -3.2199
O 0.4512 1.1125 -3.2849
C -0.0361 1.5574 -4.5462
H -2.9457 0.6492 -4.2634
H -3.4175 -0.8840 -3.5062
H -1.9804 -0.8200 -4.5446
H 0.2897 -3.2721 -4.0402
H -1.1028 -2.8790 -3.0120
H 0.5300 -2.8381 -2.3157
H -1.0134 2.0287 -4.4315
H -0.1004 0.7345 -5.2601
H 0.6708 2.2967 -4.9149
*
```

For reference, the Löwdin charges in units of e are:
1. Ru 0.66
2. F 0.09
3. C -0.28
4. C 0.04
5. C -0.20
6. C -0.05
7. C -0.21
8. F 0.09
9. C 0.08
10. C -0.23
11. C 0.01
12. C -0.05
13. C -0.05
14. C -0.13
15. N 0.11
16. H 0.15
17. H 0.14
18. H 0.12
19. H 0.11
20. H 0.10
21. H 0.10
22. O 0.12
23. C -0.52
24. O 0.08
25. C -0.05
26. C 0.01
27. N 0.03
28. N -0.06
29. C -0.13
30. C -0.59
31. O 0.03
32. O -0.09
33. H 0.05
34. H 0.14
35. H 0.13
36. O -0.24
37. S 0.74
38. O -0.24
39. N -0.05
40. C -0.38
41. O 0.02
42. C -0.11
43. C 0.03
44. C -0.04
45. C -0.05
46. C -0.02
47. C -0.21
48. H 0.13
49. H 0.11
50. H 0.11
51. H 0.13
52. S 0.71
53. C -1.06
54. N -0.03
55. C -0.22
56. C -0.42
57. S 0.95
58. H 0.08
59. H 0.12
60. H 0.13
61. H 0.08
62. H 0.08
63. C -0.12
64. O -0.35
65. P 0.56
66. O -0.37
67. C -0.12
68. O -0.33
69. C -0.11
70. H 0.08
71. H 0.08
72. H 0.08
73. H 0.09
74. H 0.09
75. H 0.06
76. H 0.08
77. H 0.08
78. H 0.09

***

no.,maximum force (eV/Å)
1,17.133
2,5.158
3,0.247